Record 1
An isolated molecule of C6H12N2O, computed with wB97M-V/def2-TZVPD.

Net charge = 0
SMILES = C/C=C(/C)N(N)C(C)=O
LUMO level = 0.7 eV
Orbital gap = 8.15 eV
Highest occupied orbital energy = -7.4 eV
Energy relative to the best compared isomer or geometry (same formula, charge and spin) = 82.8 kcal/mol

Geometry (Å):
O -2.284 0.406 0.781
N -0.396 -0.816 0.120
N 0.153 -2.006 0.625
C -1.094 0.199 0.988
C -0.492 0.416 2.359
C -0.058 -0.250 -1.037
C 0.169 1.125 -0.858
C -0.256 -0.955 -2.342
C 1.363 1.665 -0.105
H 0.561 0.140 2.407
H -0.612 -2.570 0.988
H 1.786 0.937 0.590
H -0.139 1.768 -1.682
H -0.448 -2.027 -2.243
H 0.626 -0.840 -2.980
H 1.081 2.555 0.465
H 0.619 -2.517 -0.121
H -1.094 -0.495 -2.872
H 2.159 1.972 -0.794
H -0.599 1.470 2.623
H -1.046 -0.178 3.088

Löwdin atomic charges, in units of e: atom 1 (O): 0.0520, atom 2 (N): -0.1122, atom 3 (N): 0.1094, atom 4 (C): -0.4259, atom 5 (C): -0.0170, atom 6 (C): -0.3420, atom 7 (C): -0.1054, atom 8 (C): -0.0238, atom 9 (C): -0.1109, atom 10 (H): 0.0649, atom 11 (H): 0.0971, atom 12 (H): 0.0662, atom 13 (H): 0.1006, atom 14 (H): 0.0729, atom 15 (H): 0.0795, atom 16 (H): 0.0672, atom 17 (H): 0.0911, atom 18 (H): 0.0903, atom 19 (H): 0.0715, atom 20 (H): 0.0883, atom 21 (H): 0.0863

---

Record 2
A cluster of 2 separate species, C6H12N2O in total, computed with wB97M-V/def2-TZVPD.

Net charge = 0
SMILES = Cc1c[nH]cn1.CCO
LUMO level = 0.9 eV
Orbital gap = 9.58 eV
Highest occupied orbital energy = -8.7 eV
Energy relative to the best compared isomer or geometry (same formula, charge and spin) = 35.0 kcal/mol

Geometry (Å):
O 0.368 0.734 -2.782
N -1.564 0.512 1.615
N -2.047 -0.387 -0.358
C -2.126 0.699 0.459
C 0.207 -1.131 2.406
C 0.773 0.439 -1.446
C 2.015 1.086 -0.835
C -0.798 -0.678 1.455
C -1.084 -1.180 0.233
H -0.666 -2.115 -0.138
H 0.941 -0.653 -1.570
H 2.968 0.884 -1.297
H 1.972 2.174 -0.957
H 1.183 -0.716 2.145
H 2.108 0.647 0.162
H 0.442 -2.226 2.341
H -0.052 0.597 -0.768
H -2.481 -0.639 -1.227
H -2.860 1.463 0.285
H -0.023 -1.037 3.470
H 0.726 1.529 -3.192

Löwdin atomic charges, in units of e: atom 1 (O): -0.0841, atom 2 (N): 0.1093, atom 3 (N): 0.0555, atom 4 (C): -0.2339, atom 5 (C): -0.0604, atom 6 (C): -0.3203, atom 7 (C): -0.0673, atom 8 (C): -0.3569, atom 9 (C): -0.1296, atom 10 (H): 0.1296, atom 11 (H): 0.1168, atom 12 (H): 0.0605, atom 13 (H): 0.0791, atom 14 (H): 0.0661, atom 15 (H): 0.0691, atom 16 (H): 0.0892, atom 17 (H): 0.0540, atom 18 (H): 0.1516, atom 19 (H): 0.1133, atom 20 (H): 0.0795, atom 21 (H): 0.0789

---

Record 3
An isolated molecule of C6H12N2O3S, computed with wB97M-V/def2-TZVPD.

Net charge = 0
SMILES = C[C@H](NC(=O)[C@@H](N)CS)C(=O)O
LUMO level = 0.0 eV
Orbital gap = 9.26 eV
Highest occupied orbital energy = -9.2 eV
Energy relative to the best compared isomer or geometry (same formula, charge and spin) = 99.7 kcal/mol

Geometry (Å):
S -4.133 -0.571 -0.139
O -0.029 -1.255 0.649
O 3.973 -0.444 -0.989
O 2.019 -1.778 -0.815
N 0.647 0.628 -0.576
N -1.757 1.438 -1.068
C -1.693 0.342 -0.110
C 2.254 0.612 1.591
C 2.817 -0.606 -0.596
C 1.974 0.550 -0.040
C -0.220 -0.188 -0.007
C -2.377 -0.944 -0.279
H 2.680 1.272 -0.637
H -2.137 -1.089 -1.326
H -1.981 1.096 -1.984
H -4.157 -1.285 1.393
H -1.848 0.890 0.952
H 2.050 -0.464 2.057
H -2.612 2.115 -0.621
H -2.101 -1.964 0.173
H 3.345 0.795 1.632
H 0.306 1.481 -1.092
H 1.651 1.389 2.041
H 1.331 -2.021 -0.209

Löwdin atomic charges, in units of e: atom 1 (S): 0.6222, atom 2 (O): -0.0119, atom 3 (O): 0.0869, atom 4 (O): 0.0549, atom 5 (N): 0.1088, atom 6 (N): 0.0101, atom 7 (C): -0.4867, atom 8 (C): -0.0001, atom 9 (C): -0.4028, atom 10 (C): -0.2479, atom 11 (C): -0.4324, atom 12 (C): -0.6225, atom 13 (H): 0.1757, atom 14 (H): 0.0804, atom 15 (H): 0.0686, atom 16 (H): 0.0459, atom 17 (H): 0.1897, atom 18 (H): 0.1182, atom 19 (H): 0.1770, atom 20 (H): 0.1227, atom 21 (H): 0.0762, atom 22 (H): 0.1647, atom 23 (H): 0.0581, atom 24 (H): 0.0443

---

Record 4
An isolated molecule of C6H12N2OS, computed with wB97M-V/def2-TZVPD.

Net charge = 0
SMILES = C=CCNC(=S)NCCO
LUMO level = 0.1 eV
Orbital gap = 7.54 eV
Highest occupied orbital energy = -7.4 eV
Energy relative to the best compared isomer or geometry (same formula, charge and spin) = 145.8 kcal/mol

Geometry (Å):
S 2.708 0.842 1.229
O -1.594 -3.132 0.462
N 1.444 -1.350 0.441
N 0.670 0.482 -0.549
C 0.528 -2.306 -0.129
C -0.652 2.371 -0.031
C 1.440 -0.099 0.114
C -0.578 -2.201 0.952
C -1.536 3.235 -0.579
C 0.685 1.798 -0.669
H -0.471 -2.461 1.794
H -0.720 2.297 1.117
H -0.208 -0.007 -0.932
H 1.444 2.447 -0.143
H 0.811 -3.359 -0.011
H 2.019 -1.649 1.234
H 0.743 2.088 -1.773
H -1.135 -1.250 0.921
H -2.352 3.687 -0.259
H -1.316 3.674 -1.543
H -2.190 -3.066 -0.504
H 0.258 -2.042 -1.142

Löwdin atomic charges, in units of e: atom 1 (S): 0.3486, atom 2 (O): -0.1854, atom 3 (N): -0.0287, atom 4 (N): -0.0207, atom 5 (C): -0.1212, atom 6 (C): -0.1181, atom 7 (C): -0.7704, atom 8 (C): -0.1785, atom 9 (C): 0.0095, atom 10 (C): -0.2861, atom 11 (H): 0.0158, atom 12 (H): 0.1279, atom 13 (H): 0.2137, atom 14 (H): 0.0784, atom 15 (H): 0.1355, atom 16 (H): 0.1230, atom 17 (H): 0.1473, atom 18 (H): 0.1305, atom 19 (H): -0.0052, atom 20 (H): 0.0547, atom 21 (H): 0.2099, atom 22 (H): 0.1197

---

Record 5
A structure of composition C6H12N2OSi, computed with wB97M-V/def2-TZVPD.

Net charge = 0
LUMO level (spin up / spin down) = -2.5 / -2.5 eV
Orbital gap (spin up / spin down) = 6.48 / 6.48 eV
Highest occupied orbital energy (spin up / spin down) = -9.0 / -9.0 eV
Energy relative to the best compared isomer or geometry (same formula, charge and spin) = 96.3 kcal/mol

Geometry (Å):
Si -0.653 -0.056 1.189
O -0.433 1.130 0.313
N 0.327 0.904 -2.667
N 2.254 0.414 -1.664
C 0.930 -0.635 2.082
C 1.028 0.625 -1.542
C 2.410 0.453 -3.012
C -1.645 -1.432 0.298
C -1.649 0.543 2.825
C 1.284 0.763 -3.677
H 1.689 -1.155 1.574
H -2.257 -0.304 3.145
H -2.282 1.314 2.404
H 3.329 0.245 -3.417
H -0.681 1.125 -2.657
H 1.475 0.343 2.537
H -1.951 -0.996 -0.637
H 0.670 -1.112 3.045
H -1.369 -2.487 0.043
H -2.439 -1.581 0.952
H 1.046 0.889 -4.731
H -1.084 1.010 3.598

Löwdin atomic charges, in units of e: atom 1 (Si): 0.2269, atom 2 (O): -0.2108, atom 3 (N): 0.0994, atom 4 (N): 0.1407, atom 5 (C): -0.1983, atom 6 (C): -0.0443, atom 7 (C): -0.1520, atom 8 (C): -0.1595, atom 9 (C): -0.1434, atom 10 (C): -0.0655, atom 11 (H): -0.0226, atom 12 (H): 0.0171, atom 13 (H): 0.0046, atom 14 (H): 0.0855, atom 15 (H): 0.1752, atom 16 (H): 0.0804, atom 17 (H): 0.0004, atom 18 (H): 0.0158, atom 19 (H): 0.0443, atom 20 (H): -0.0236, atom 21 (H): 0.1221, atom 22 (H): 0.0076

---

Record 6
An isolated molecule of C6H12N2S, computed with wB97M-V/def2-TZVPD.

Net charge = 0
SMILES = CC[C@@](S)(C#N)[C@@H](C)N
LUMO level = 0.7 eV
Orbital gap = 10.13 eV
Highest occupied orbital energy = -9.5 eV
Energy relative to the best compared isomer or geometry (same formula, charge and spin) = 41.5 kcal/mol

Geometry (Å):
S 1.448 -1.475 -0.697
N 0.957 -0.634 2.618
N -2.044 0.272 0.355
C -1.351 -2.109 -0.063
C 0.491 -0.402 1.628
C 0.361 -0.276 0.015
C 2.158 1.421 0.154
C 0.751 1.136 -0.348
C -1.172 -0.630 -0.349
H -0.910 -2.285 0.867
H 0.572 1.132 -1.414
H -2.897 -0.072 0.777
H -1.328 -0.493 -1.378
H 2.936 1.118 -0.581
H 2.370 2.428 0.399
H -0.017 1.739 0.078
H -1.554 0.967 1.010
H -0.739 -2.565 -0.724
H -2.408 -2.375 -0.241
H 2.618 -0.768 -0.815
H 2.341 0.887 1.043

Löwdin atomic charges, in units of e: atom 1 (S): 0.8796, atom 2 (N): 0.1599, atom 3 (N): 0.0349, atom 4 (C): -0.0767, atom 5 (C): -0.2337, atom 6 (C): -0.7194, atom 7 (C): -0.1027, atom 8 (C): -0.2486, atom 9 (C): -0.4463, atom 10 (H): 0.0572, atom 11 (H): 0.1204, atom 12 (H): 0.0761, atom 13 (H): 0.1128, atom 14 (H): 0.0750, atom 15 (H): 0.0661, atom 16 (H): 0.0937, atom 17 (H): 0.1031, atom 18 (H): -0.0073, atom 19 (H): 0.1070, atom 20 (H): -0.0959, atom 21 (H): 0.0447